Molecular formula: C17H24BBr3CaCl2F4KN3O2
Method: DFT, ωB97M-V/def2-TZVPD

```
! wB97M-V def2-TZVPD RIJCOSX def2/J DEFGRID3
* xyz 0 1
C -1.353 4.591 -2.253
N -2.335 3.829 -3.036
C -3.685 3.879 -2.430
C -4.279 5.364 -2.265
O -4.893 5.729 -1.238
O -4.149 6.331 -3.329
H -1.127 5.564 -2.832
H -0.376 3.970 -2.264
H -1.641 4.762 -1.167
H -4.387 3.342 -3.174
H -3.772 3.344 -1.426
H -3.189 6.550 -3.325
C 0.654 2.049 1.912
N 0.746 0.891 1.018
C 1.642 -0.083 1.294
C 1.725 -1.208 0.498
C 0.875 -1.356 -0.603
C -0.022 -0.316 -0.871
C -0.071 0.796 -0.053
C 0.893 -2.558 -1.434
C -0.259 -3.320 -1.586
C -0.261 -4.434 -2.410
N 0.852 -4.793 -3.079
C 1.996 -4.094 -2.939
C 2.044 -2.972 -2.119
C 0.824 -5.949 -3.987
H 1.644 2.521 1.962
H 0.339 1.683 2.897
H -0.082 2.762 1.525
H 2.274 0.053 2.165
H 2.443 -1.981 0.758
H -0.693 -0.366 -1.725
H -0.762 1.611 -0.237
H -1.173 -3.060 -1.063
H -1.149 -5.037 -2.544
H 2.859 -4.435 -3.497
H 2.987 -2.406 -2.038
H 1.592 -6.653 -3.665
H 1.023 -5.582 -4.995
H -0.155 -6.424 -3.951
Br 2.192 1.328 4.947
C 2.223 3.231 5.412
C 1.441 3.498 6.672
Br -0.487 3.478 6.328
H 1.849 3.775 4.548
H 3.276 3.471 5.555
H 1.650 4.498 7.051
H 1.632 2.769 7.463
Cl 0.209 4.375 -0.287
Ca 0.812 3.840 3.287
Cl 4.181 -3.277 -1.432
B -0.983 -6.387 0.858
F -1.212 -7.175 2.030
F -1.147 -4.994 1.177
F 0.350 -6.611 0.381
F -1.922 -6.755 -0.161
K -0.071 1.362 7.917
Br -1.591 -3.022 -4.243
*
```

The value obtained for the HOMO-LUMO gap is 1.6 eV.

Molecular formula: C17H24BBrN7O2SbSe4Zn
Method: DFT, ωB97M-V/def2-TZVPD

```
! wB97M-V def2-TZVPD RIJCOSX def2/J DEFGRID3
* xyz -2 1
Zn 0.831 -0.170 0.127
O 5.903 2.117 4.368
C 4.750 1.651 3.810
C 4.745 0.641 2.855
C 3.536 0.249 2.319
N 2.373 0.801 2.682
C 2.412 1.743 3.582
Br 0.738 2.586 4.015
C 3.550 2.226 4.207
H 6.642 1.717 3.898
H 5.661 0.198 2.484
H 3.490 -0.504 1.535
H 3.520 3.033 4.924
B -0.494 -3.359 0.024
N -0.724 -2.485 1.296
C -1.476 -2.821 2.351
C -1.307 -1.868 3.343
C -0.404 -0.961 2.788
N -0.055 -1.354 1.565
N -0.658 -2.481 -1.241
C -1.267 -2.803 -2.390
C -0.939 -1.859 -3.347
C -0.101 -0.962 -2.676
N 0.058 -1.358 -1.415
H -1.376 -4.190 0.015
H 0.606 -3.820 0.068
H -2.073 -3.718 2.315
H -1.767 -1.834 4.316
H 0.003 -0.048 3.182
H -1.851 -3.707 -2.454
H -1.211 -1.856 -4.389
H 0.456 -0.109 -3.038
Se 3.141 -2.130 -0.456
Sb 3.997 -0.108 -1.573
Se 2.319 1.548 -0.591
Se 6.164 0.708 -0.798
Se 3.644 -0.089 -3.994
C -3.226 -0.640 0.166
N -2.973 0.354 -0.856
C -3.860 0.335 -2.000
C -3.199 0.964 -3.210
C -2.627 2.310 -2.814
N -1.755 2.172 -1.668
C -0.623 3.081 -1.595
C -1.895 1.185 -0.739
O -1.098 1.069 0.205
H -2.971 -1.642 -0.185
H -4.288 -0.616 0.434
H -2.630 -0.413 1.046
H -4.802 0.853 -1.760
H -4.108 -0.709 -2.212
H -3.919 1.072 -4.023
H -2.392 0.316 -3.546
H -3.434 3.028 -2.604
H -2.036 2.722 -3.635
H 0.176 2.780 -2.276
H -0.211 3.069 -0.592
H -0.965 4.090 -1.844
*
```

The value obtained for the HOMO-LUMO gap is 4.9 eV. Its energy above the lowest of the compared OMol25 structures with the same formula, charge and spin is 82.7 kJ/mol.

Molecular formula: C17H24BNO2
Method: DFT, ωB97M-V/def2-TZVPD

```
! wB97M-V def2-TZVPD RIJCOSX def2/J DEFGRID3
* xyz 0 1
N 1.008 1.048 0.780
O -0.419 -2.250 -0.145
O -1.822 -0.274 -0.555
B -0.549 -0.883 -0.591
C 1.623 2.025 1.383
C 0.513 -0.102 -2.764
C 2.172 3.164 0.728
C 1.117 0.959 -3.446
C 0.521 -0.100 -1.370
C 2.137 3.207 -0.638
C 1.642 2.047 -2.808
C 1.058 1.052 -0.611
C 1.672 2.040 -1.340
C 2.942 -1.846 2.824
C -3.394 1.827 -0.761
C 0.755 -2.988 -0.205
C -2.607 -0.966 0.316
C 1.742 -2.530 2.091
C -4.051 1.126 0.509
C 1.895 -2.374 0.570
C -4.011 -0.356 0.457
H 1.642 2.057 2.487
H -0.092 -0.801 -3.292
H 2.470 4.053 1.276
H 1.275 0.909 -4.513
H 2.616 4.048 -1.069
H 2.252 2.778 -3.363
H 2.961 -1.854 3.873
H 3.005 -0.762 2.503
H 3.772 -2.302 2.296
H -2.339 1.590 -0.935
H -3.988 1.545 -1.646
H -3.458 2.916 -0.655
H 0.968 -3.006 -1.279
H 0.509 -4.077 0.139
H -2.740 -2.031 0.074
H -2.139 -0.942 1.270
H 1.583 -3.582 2.455
H 0.804 -1.983 2.384
H -3.495 1.440 1.344
H -5.043 1.661 0.582
H 2.844 -2.749 0.173
H 1.747 -1.275 0.443
H -4.647 -0.653 -0.355
H -4.452 -0.808 1.382
*
```

The value obtained for the HOMO-LUMO gap is 8.9 eV. Its SMILES is CCCCOB(OCCCC)c1cccc2cccnc12. Its energy above the lowest of the compared OMol25 structures with the same formula, charge and spin is 0.0 kJ/mol.

Molecular formula: C17H24BrCl3IrN2O2P
Method: DFT, ωB97M-V/def2-TZVPD

```
! wB97M-V def2-TZVPD RIJCOSX def2/J DEFGRID3
* xyz 3 2
Ir 1.029 0.337 -0.537
Br 2.022 -2.792 -1.241
C 3.413 -1.816 -0.399
C 4.718 -2.273 -0.273
C 5.650 -1.424 0.306
C 5.270 -0.163 0.765
C 3.940 0.168 0.611
N 3.044 -0.619 0.044
C 3.356 1.600 1.092
O 4.128 2.281 1.683
O 2.159 1.713 0.755
H 4.992 -3.258 -0.625
H 6.685 -1.739 0.408
H 5.967 0.532 1.215
Cl -0.375 -1.317 -5.410
C 0.651 0.150 -5.209
Cl 2.161 0.012 -6.162
Cl -0.253 1.650 -5.631
C 0.912 0.248 -3.807
N 1.030 0.327 -2.665
C -1.342 2.494 1.761
C -1.720 1.051 1.978
C -1.053 0.439 3.178
P -1.252 0.109 0.365
C -1.664 -1.700 0.654
C -3.033 -1.987 1.238
C -0.529 -2.401 1.386
C -2.424 0.769 -0.946
C -3.840 1.100 -0.500
C -1.792 1.939 -1.705
H -1.825 3.099 2.538
H -1.688 2.898 0.813
H -0.268 2.657 1.856
H -2.811 0.904 2.003
H 0.020 0.632 3.198
H -1.245 -0.626 3.292
H -1.472 0.901 4.081
H -1.653 -2.054 -0.392
H -3.202 -1.485 2.191
H -3.118 -3.057 1.440
H -3.835 -1.733 0.552
H -0.715 -2.486 2.455
H 0.426 -1.889 1.232
H -0.428 -3.422 1.014
H -2.478 -0.096 -1.623
H -3.880 1.995 0.116
H -4.336 0.286 0.021
H -4.436 1.315 -1.389
H -2.187 2.893 -1.363
H -2.022 1.867 -2.766
H -0.697 1.969 -1.598
*
```

Its expectation value of S² is 0.84. The value obtained for the HOMO-LUMO gap (alpha / beta) is 4.8 / 4.8 eV. Its energy above the lowest of the compared OMol25 structures with the same formula, charge and spin is 410.0 kJ/mol.